No. 1
A molecular structure, C18H20BF4IrN3SeSi. Source: the OMol25 dataset; level of theory: the ωB97M-V functional and the def2-TZVPD basis.

Computed properties:
**Molecular weight**: 664.4 g/mol
**Charge**: +1
**Lowest unoccupied orbital energy (alpha / beta)**: -4.692 / -4.693 eV
**Energy**: -111073.6119 eV
**Frontier orbital gap (alpha / beta)**: 6.28 / 6.28 eV
**Relative energy (zero: lowest compared OMol25 entry of this formula, charge and spin)**: 76.7 kJ/mol

CARTESIAN COORDINATES (ANGSTROEM)
Ir  1.27  -0.58  0.40
C  4.10  -1.18  -2.81
C  4.11  0.08  -3.39
C  3.31  1.09  -2.85
C  2.53  0.81  -1.75
N  2.52  -0.44  -1.21
C  3.28  -1.41  -1.72
C  1.66  1.80  -1.07
C  1.39  3.10  -1.45
C  0.53  3.86  -0.67
C  -0.04  3.33  0.48
C  0.25  2.02  0.82
N  1.07  1.31  0.04
C  -0.27  1.25  1.98
C  -1.04  1.78  3.00
C  -1.42  0.96  4.06
C  -1.02  -0.37  4.07
C  -0.26  -0.85  3.02
N  0.10  -0.06  2.00
H  4.70  -1.98  -3.20
H  4.73  0.28  -4.25
H  3.31  2.07  -3.29
H  3.20  -2.38  -1.25
H  1.84  3.51  -2.34
H  0.29  4.87  -0.97
H  -0.70  3.93  1.09
H  -1.32  2.82  2.98
H  -2.03  1.36  4.86
H  -1.29  -1.03  4.88
H  0.06  -1.88  2.96
C  -3.61  -1.34  -2.00
Si  -2.66  -0.67  -0.55
C  -2.95  -1.59  1.04
C  -2.90  1.18  -0.37
Se  -0.44  -0.98  -1.22
H  -4.67  -1.20  -1.81
H  -3.43  -2.41  -2.14
H  -3.36  -0.82  -2.92
H  -4.02  -1.76  1.20
H  -2.58  -1.02  1.89
H  -2.45  -2.56  1.02
H  -3.95  1.46  -0.47
H  -2.33  1.71  -1.14
H  -2.57  1.52  0.61
F  0.59  -4.52  1.46
B  1.38  -4.05  0.46
F  1.64  -2.52  0.91
F  2.65  -4.54  0.41
F  0.78  -3.94  -0.76

***

No. 2
A molecular structure, C34H29F6MoN3O14S2Te. Source: the OMol25 dataset; level of theory: the ωB97M-V functional and the def2-TZVPD basis.

Computed properties:
**Molecular weight**: 1105.3 g/mol
**Charge**: -1
**Lowest unoccupied orbital energy (alpha / beta)**: 1.263 / 0.035 eV
**Energy**: -115986.3994 eV
**Frontier orbital gap (alpha / beta)**: 5.80 / 6.42 eV
**Multiplicity**: 4
**Expectation value of S²**: 3.79
**Relative energy (zero: lowest compared OMol25 entry of this formula, charge and spin)**: 165.7 kJ/mol

CARTESIAN COORDINATES (ANGSTROEM)
Mo  -2.30  0.09  0.82
O  1.65  -0.96  5.89
C  0.86  -0.47  5.13
C  -0.39  0.35  5.50
O  -0.67  0.73  6.60
C  -1.10  0.60  4.22
C  -0.32  0.09  3.17
O  -0.59  0.17  1.90
C  0.86  -0.56  3.64
O  1.72  -1.12  2.93
O  -2.20  1.19  4.06
F  -5.97  -0.58  2.10
C  -5.51  -0.77  3.34
F  -5.35  -2.10  3.50
F  -6.45  -0.37  4.20
S  -3.89  0.09  3.69
O  -3.15  -0.62  2.58
O  -3.79  -0.42  5.03
N  -4.54  1.47  3.24
S  -3.84  2.61  2.44
O  -2.76  2.14  1.54
O  -4.82  3.44  1.81
C  -2.94  3.79  3.59
F  -3.32  3.61  4.85
F  -3.27  5.04  3.22
F  -1.62  3.68  3.49
O  -4.30  0.34  0.11
C  -4.70  1.00  -0.85
C  -3.90  1.61  -1.87
C  -4.58  2.16  -2.96
C  -3.88  2.68  -4.02
C  -2.48  2.69  -4.02
C  -1.79  2.19  -2.96
C  -2.46  1.63  -1.83
O  -1.75  1.23  -0.84
N  -4.61  3.23  -5.15
O  -5.82  3.21  -5.12
O  -3.95  3.69  -6.07
H  -5.79  1.11  -0.95
H  -5.66  2.15  -2.98
H  -1.96  3.10  -4.88
H  -0.71  2.17  -2.94
C  -1.34  -3.45  -1.15
C  -1.98  -2.09  -1.26
O  -2.46  -1.68  -2.31
N  -2.02  -1.36  -0.13
Te  1.38  -1.17  0.54
C  3.33  -1.97  0.57
C  3.48  -3.35  0.56
C  2.31  -4.31  0.55
C  4.76  -3.89  0.55
C  5.89  -3.08  0.57
C  7.27  -3.67  0.59
C  5.71  -1.70  0.62
C  4.45  -1.13  0.63
C  4.31  0.37  0.75
C  1.69  0.04  -1.21
C  2.01  -0.61  -2.41
C  2.20  -2.10  -2.49
C  2.17  0.15  -3.55
C  2.02  1.53  -3.54
C  2.16  2.35  -4.80
C  1.70  2.15  -2.34
C  1.52  1.42  -1.16
C  1.19  2.19  0.09
H  -2.11  -4.22  -1.22
H  -0.81  -3.57  -0.20
H  -0.65  -3.60  -1.98
H  1.45  -3.92  1.10
H  2.60  -5.25  1.02
H  1.98  -4.53  -0.47
H  4.88  -4.96  0.54
H  7.26  -4.72  0.31
H  7.71  -3.60  1.59
H  7.94  -3.14  -0.09
H  6.58  -1.05  0.68
H  5.26  0.81  1.05
H  3.57  0.63  1.51
H  4.01  0.82  -0.19
H  1.47  -2.64  -1.88
H  3.19  -2.39  -2.15
H  2.09  -2.44  -3.52
H  2.40  -0.35  -4.49
H  2.56  1.75  -5.61
H  2.84  3.19  -4.64
H  1.20  2.75  -5.11
H  1.58  3.23  -2.30
H  0.32  2.83  -0.08
H  2.02  2.84  0.37
H  0.95  1.56  0.93

***

No. 3
A molecular structure, C24H20F6KN2O6PSSb. Source: the OMol25 dataset; level of theory: the ωB97M-V functional and the def2-TZVPD basis.

Computed properties:
**Molecular weight**: 770.3 g/mol
**Charge**: -2
**Lowest unoccupied orbital energy (alpha / beta)**: 4.163 / 4.149 eV
**Energy**: -99777.3010 eV
**Frontier orbital gap (alpha / beta)**: 5.46 / 7.73 eV
**Multiplicity**: 2
**Expectation value of S²**: 0.75
**Relative energy (zero: lowest compared OMol25 entry of this formula, charge and spin)**: 44.2 kJ/mol

CARTESIAN COORDINATES (ANGSTROEM)
K  0.10  -0.30  -0.35
C  0.16  0.43  4.75
C  -0.05  1.78  4.92
C  0.28  2.64  3.88
C  0.81  2.10  2.71
N  1.00  0.79  2.54
C  0.68  -0.02  3.54
C  1.19  2.97  1.56
C  1.62  4.28  1.73
C  1.98  5.02  0.61
C  1.90  4.42  -0.63
C  1.46  3.10  -0.71
N  1.11  2.40  0.36
H  -0.09  -0.29  5.52
H  -0.47  2.17  5.83
H  0.11  3.71  3.96
H  0.85  -1.08  3.37
H  1.70  4.71  2.73
H  2.32  6.04  0.72
H  2.18  4.95  -1.53
H  1.41  2.57  -1.65
O  -3.58  1.87  1.51
C  -3.15  0.80  1.10
O  -1.93  0.48  0.84
C  -4.04  -0.43  0.82
P  -2.67  -1.67  0.62
C  -2.25  -2.01  2.37
C  -2.96  -1.43  3.42
C  -2.69  -1.76  4.74
C  -1.68  -2.66  5.03
C  -0.94  -3.22  4.00
C  -1.22  -2.89  2.68
C  -3.59  -3.19  0.14
C  -3.51  -4.42  0.78
C  -4.22  -5.52  0.31
C  -5.03  -5.41  -0.81
C  -5.10  -4.19  -1.48
C  -4.38  -3.10  -1.01
H  -4.52  -0.30  -0.16
H  -4.83  -0.58  1.56
H  -3.73  -0.70  3.22
H  -3.26  -1.29  5.53
H  -1.46  -2.92  6.06
H  -0.12  -3.90  4.21
H  -0.60  -3.31  1.89
H  -2.89  -4.54  1.66
H  -4.14  -6.47  0.83
H  -5.57  -6.27  -1.18
H  -5.70  -4.09  -2.37
H  -4.43  -2.17  -1.55
O  2.37  -1.52  -3.32
S  2.42  -0.46  -2.34
O  3.63  0.34  -2.34
O  1.21  0.35  -2.27
O  2.43  -1.25  -0.90
F  -1.14  -2.21  0.09
Sb  2.05  -3.23  -0.82
F  0.44  -3.01  -1.79
F  2.80  -4.12  -2.30
F  3.76  -3.45  -0.02
F  1.47  -2.70  0.93
F  1.44  -4.93  -0.23

***

No. 4
A molecular structure, C8H9O2P. Source: the OMol25 dataset; level of theory: the ωB97M-V functional and the def2-TZVPD basis.

Computed properties:
**Molecular weight**: 168.1 g/mol
**Lowest unoccupied orbital energy**: 0.569 eV
**Energy**: -21821.6052 eV
**Frontier orbital gap**: 8.17 eV
**Relative energy (zero: lowest compared OMol25 entry of this formula, charge and spin)**: 250.9 kJ/mol

CARTESIAN COORDINATES (ANGSTROEM)
C  0.41  1.16  -2.77
C  0.48  -0.14  -2.38
C  0.42  2.12  -1.75
C  0.58  -0.57  -1.03
C  0.46  1.71  -0.43
C  0.60  0.39  -0.03
C  0.66  -0.07  1.33
C  -0.73  -1.36  1.63
O  0.63  -1.48  1.48
O  -1.52  -1.78  0.62
P  -1.57  -0.83  3.17
H  0.36  1.58  -3.78
H  0.45  -0.83  -3.20
H  0.40  3.23  -1.93
H  0.81  -1.70  -0.81
H  0.60  2.40  0.44
H  0.96  0.63  2.12
H  -1.44  -1.28  -0.26
H  -0.64  -0.99  4.26
H  -1.92  -2.20  3.33

***

No. 5
A molecular structure, C6H7N. Source: the OMol25 dataset; level of theory: the ωB97M-V functional and the def2-TZVPD basis.

Computed properties:
**Molecular weight**: 93.1 g/mol
**Lowest unoccupied orbital energy**: 0.420 eV
**Energy**: -7820.1713 eV
**Frontier orbital gap**: 9.13 eV
**Relative energy (zero: lowest compared OMol25 entry of this formula, charge and spin)**: 528.4 kJ/mol

CARTESIAN COORDINATES (ANGSTROEM)
N  1.74  -1.13  -2.32
C  0.94  -1.02  -1.49
C  0.04  -0.81  -0.36
C  -0.99  0.33  -0.61
C  -0.79  1.24  0.59
C  0.23  1.00  1.50
C  0.98  -0.22  0.90
H  -0.49  -1.75  -0.16
H  -0.78  0.90  -1.53
H  -2.03  0.00  -0.67
H  -1.44  2.13  0.67
H  -0.56  0.07  1.33
H  1.88  0.18  0.45
H  1.27  -0.92  1.71

***

No. 6
A molecular structure, C44H32ClF5IN3NiOSSeSi. Source: the OMol25 dataset; level of theory: the ωB97M-V functional and the def2-TZVPD basis.

Computed properties:
**Molecular weight**: 1073.9 g/mol
**Charge**: -2
**Lowest unoccupied orbital energy**: 3.702 eV
**Energy**: -211979.8027 eV
**Frontier orbital gap**: 5.63 eV
**Relative energy (zero: lowest compared OMol25 entry of this formula, charge and spin)**: 317.5 kJ/mol

CARTESIAN COORDINATES (ANGSTROEM)
Ni  0.40  -0.46  -0.61
C  -1.98  1.56  -0.87
C  -0.83  2.05  -1.70
C  -0.96  3.26  -2.43
C  0.03  3.66  -3.25
C  1.22  2.91  -3.35
C  2.28  3.26  -4.22
C  3.40  2.49  -4.25
C  3.55  1.40  -3.38
C  2.57  1.03  -2.49
S  2.85  -0.20  -1.28
C  1.33  1.76  -2.53
N  0.27  1.34  -1.76
H  -2.53  2.40  -0.44
H  -1.62  0.92  -0.07
H  -2.65  0.98  -1.52
H  -1.88  3.83  -2.33
H  -0.07  4.57  -3.85
H  2.17  4.14  -4.85
H  4.20  2.74  -4.94
H  4.47  0.82  -3.39
I  -0.45  -5.29  -4.44
C  0.03  -4.34  -2.48
C  1.41  -3.83  -2.50
N  1.36  -2.56  -2.26
N  0.20  -1.99  -2.02
C  -0.74  -3.08  -2.02
H  2.33  -4.33  -2.75
H  2.17  -1.89  -2.18
H  -1.67  -2.80  -2.52
F  -8.37  -1.06  -3.63
C  -7.03  -0.95  -3.72
C  -6.24  -0.99  -2.59
F  -6.83  -1.15  -1.39
C  -4.87  -0.86  -2.70
F  -4.18  -0.92  -1.54
C  -4.20  -0.66  -3.91
Se  -2.34  -0.42  -4.03
C  -5.05  -0.63  -5.02
F  -4.55  -0.46  -6.26
C  -6.42  -0.77  -4.94
F  -7.18  -0.74  -6.06
O  0.62  0.82  0.85
Si  1.07  1.21  2.31
C  1.14  3.09  2.49
C  0.68  3.90  1.45
C  0.68  5.29  1.56
C  1.15  5.89  2.72
C  1.63  5.11  3.76
C  1.62  3.72  3.65
C  2.76  0.54  2.83
C  2.90  -0.75  3.35
C  4.15  -1.27  3.68
C  5.29  -0.51  3.47
C  5.19  0.76  2.93
C  3.93  1.28  2.61
C  -0.15  0.63  3.65
C  0.21  0.34  4.97
C  -0.73  -0.13  5.89
C  -2.05  -0.32  5.51
C  -2.43  -0.03  4.20
C  -1.49  0.45  3.30
H  0.32  3.42  0.54
H  0.31  5.90  0.74
H  1.16  6.97  2.80
H  2.00  5.58  4.67
H  1.98  3.12  4.47
H  2.02  -1.36  3.50
H  4.23  -2.27  4.09
H  6.27  -0.91  3.73
H  6.08  1.35  2.74
H  3.86  2.27  2.18
H  1.24  0.47  5.29
H  -0.42  -0.35  6.91
H  -2.77  -0.70  6.22
H  -3.46  -0.18  3.89
H  -1.80  0.66  2.27
Cl  -2.66  -3.90  -0.11
C  -0.93  -3.82  -0.65
C  -0.47  -5.17  -1.27
C  0.52  -5.96  -0.48
C  1.11  -5.39  0.58
C  0.85  -4.04  1.03
C  -0.09  -3.24  0.46
C  -0.35  -1.86  0.77
H  -1.33  -5.77  -1.57
H  0.71  -6.99  -0.77
H  1.83  -5.98  1.15
H  1.44  -3.63  1.84
H  0.01  -1.49  1.72
H  -1.36  -1.52  0.52